Arrangement one

18
Properties=species:S:1:pos:R:3:nbo_charge:R:1 method="wB97M-V/def2-TZVPD" gap_ev=9.01 e_homo_ev=-7.905 smiles="C=CCN/C=C/C"
C -1.01 2.29 2.10 -0.636
C -0.87 1.17 1.15 -0.300
C 0.32 0.58 0.95 0.028
N 0.63 -0.25 -0.12 -0.632
C -0.41 -0.96 -0.82 -0.255
C 1.48 -2.20 -1.99 -0.419
C 0.18 -1.95 -1.80 -0.168
H -1.91 2.36 2.72 0.209
H -0.15 2.32 2.80 0.205
H -0.91 3.30 1.68 0.209
H -1.56 1.13 0.30 0.192
H 1.16 0.81 1.62 0.183
H 1.48 0.06 -0.55 0.390
H -1.13 -0.36 -1.40 0.185
H -1.03 -1.43 -0.05 0.216
H 2.22 -1.99 -1.20 0.185
H 2.00 -2.42 -2.91 0.207
H -0.48 -2.48 -2.48 0.200

Arrangement two

18
Properties=species:S:1:pos:R:3:nbo_charge:R:1 method="wB97M-V/def2-TZVPD" gap_ev="7.58 / 9.42" e_homo_ev="-7.750 / -8.980"
C 0.34 1.48 1.15 -0.321
C 0.59 0.17 0.65 -0.304
C 0.24 -1.01 1.55 -0.612
C -0.26 0.30 -0.72 -0.191
C 0.57 -0.07 -1.95 -0.625
C -1.62 -0.49 -0.48 -0.033
N -1.96 -1.33 -1.28 -0.229
H -2.10 -0.05 0.43 0.199
H 0.86 2.34 0.75 0.187
H -0.44 1.67 1.89 0.181
H 1.62 0.08 0.28 0.219
H 1.02 -1.12 2.31 0.223
H 0.19 -1.94 0.97 0.223
H -0.72 -0.87 2.05 0.206
H -0.66 1.32 -0.83 0.225
H -0.02 0.04 -2.86 0.226
H 1.44 0.59 -2.02 0.212
H 0.91 -1.10 -1.88 0.217

Energies relative to the most stable structure are arrangement one 0.0; arrangement two 174.5, reported in kJ/mol.